[1]
This record from the OMol25 dataset describes a cluster of 8 separate species, C32H59N5O6S3 in total in a non-equilibrium geometry. The level of theory is ωB97M-V/def2-TZVPD.

Cartesian coordinates (Å):
C  28.2391  -21.9166  12.2529
C  18.8409  -22.0479  8.7849
H  29.8515  -9.5610  9.8283
C  29.9870  -10.0708  8.8744
H  16.8676  -23.7559  9.7780
H  33.0279  -15.1378  16.9408
H  17.5227  -22.6560  7.0734
H  25.0248  -19.1628  3.9026
C  20.9741  -23.8294  17.1207
H  30.8242  -9.5425  8.4184
H  36.8924  -26.6464  12.8602
H  22.0643  -22.0691  14.2319
H  27.1582  -22.8776  10.5725
H  28.8515  -19.5239  11.1095
C  30.0063  -11.6024  8.8885
H  29.3035  -20.2150  13.2826
N  33.6681  -27.6125  13.7777
H  35.5747  -15.0849  16.9413
H  25.0905  -16.2501  2.9952
C  29.9737  -24.0870  3.9991
H  30.4704  -25.9945  3.0760
H  23.8391  -16.9568  4.1021
C  25.3191  -18.2940  3.3138
C  34.0446  -26.5426  13.8924
H  30.9351  -26.0031  4.7202
H  16.3632  -24.4216  8.2632
H  35.8921  -25.8190  11.7811
H  27.5470  -20.2280  13.6750
S  18.8141  -24.8224  9.0254
C  35.9979  -24.8010  13.6352
H  19.3744  -21.2926  8.2078
C  35.7730  -17.1728  16.3089
N  22.1508  -19.0618  1.8198
H  21.1591  -24.8574  16.8092
N  18.9760  -21.9997  14.6472
C  21.7254  -22.8399  16.1800
H  30.0212  -11.8718  7.8324
H  25.1600  -19.3859  1.4342
N  30.4872  -24.4615  7.5020
H  16.6863  -21.8516  8.3791
C  30.1932  -25.5778  4.0444
H  35.8706  -18.0083  17.0021
H  32.1434  -11.7947  9.4466
O  35.4282  -17.5257  13.6367
H  21.6193  -21.8967  16.7160
H  36.7631  -16.8833  15.9571
C  19.9170  -23.2798  8.9498
H  36.1062  -23.7197  13.5505
O  33.9254  -18.9015  15.1348
H  21.4175  -23.8222  14.3833
H  34.2841  -24.7452  14.9775
C  23.2924  -18.8409  1.8630
C  24.8958  -16.9130  3.8383
H  30.9807  -23.8157  3.6822
H  27.5940  -18.5350  11.7519
O  27.4018  -20.4104  9.1647
H  29.2360  -23.8823  3.2232
H  25.4052  -16.5403  4.7269
O  18.8860  -25.3332  10.4332
C  20.0267  -22.3441  14.6626
H  28.2972  -23.8023  5.3591
H  33.7088  -15.4323  14.6223
C  33.3910  -16.3620  15.0943
H  22.7751  -23.0783  16.3517
C  29.3633  -23.5802  5.3118
C  26.9908  -22.0989  11.3165
C  21.3992  -22.7843  14.7158
S  26.7523  -20.4150  10.5352
C  33.4883  -16.0923  16.6860
C  28.3019  -20.4448  12.9192
C  17.5003  -22.5417  8.1572
C  24.6771  -18.5374  1.9188
H  33.1160  -16.9297  17.2761
H  33.9125  -24.6749  13.3033
H  35.1792  -16.4140  18.0837
H  37.4069  -25.1606  11.9024
H  26.3951  -18.3206  3.1417
H  30.9971  -12.1828  10.7272
H  29.3038  -26.1616  4.2816
H  29.1670  -22.0713  11.7022
H  21.2843  -23.7934  18.1650
C  34.5713  -25.1709  14.0161
H  36.6504  -25.0661  14.4671
H  26.1206  -22.3421  11.9261
H  18.7472  -21.6027  9.7754
C  31.1558  -12.2091  9.6491
H  32.4004  -16.7503  14.8576
H  24.7698  -17.6505  1.2920
O  19.1037  -25.7240  7.9304
H  28.2890  -22.7165  12.9916
O  25.3227  -19.9902  10.7334
C  30.0240  -24.0548  6.5407
C  27.9477  -19.5654  11.7175
S  34.6033  -17.6814  14.8238
C  17.1756  -23.8722  8.7389
C  35.0284  -16.0180  17.0794
H  29.3159  -22.4922  5.2641
H  29.1689  -9.6013  8.3281
H  20.5228  -23.2103  9.8532
H  19.9124  -23.6039  17.0202
C  31.2538  -13.6275  9.3765
N  31.3076  -14.7281  9.1166
C  36.6561  -25.6329  12.5359
H  20.5892  -23.3367  8.0936
H  29.1102  -12.0392  9.3294

Forces on atoms 1 to 6 (eV/Å):
-0.06 0.60 0.46
1.74 -1.27 0.05
0.26 -0.50 0.54
-0.53 1.29 0.42
-0.02 0.03 0.16
-0.34 -0.30 -0.01

- gap between HOMO and LUMO (eV) = 10.2
- HOMO level (eV) = -9.942
- energy above the lowest of the compared OMol25 structures with the same formula, charge and spin (kcal/mol) = 82.6
- 2S+1 = 1
- charge = 0
- F_max (eV/Å) = 6.07

[2]
This record from the OMol25 dataset describes a structure of composition C32H60Br10FN4O9P2S2 in a non-equilibrium geometry. The level of theory is ωB97M-V/def2-TZVPD.

Cartesian coordinates (Å):
C  1.7198  8.1686  -0.0207
Br  5.5598  -0.6481  -4.8066
C  0.1694  -0.1534  -3.2543
C  0.0547  0.6459  -1.9387
Br  4.4869  -0.4952  -13.4387
H  6.2498  -0.1647  3.0068
H  -4.8270  7.3292  -0.8845
H  -0.8852  1.1742  -1.9555
H  -1.9625  8.0517  -0.0671
H  -2.9301  3.1418  0.2010
C  0.9959  2.5268  -0.8306
O  -4.9682  -0.3751  2.3380
Br  3.5407  1.2232  -7.2602
H  3.9117  -4.2654  3.9200
S  2.0330  2.7539  0.4228
C  2.4183  0.8545  -1.7439
H  2.1826  -3.9813  4.0065
H  0.1654  -3.0177  1.4866
C  -3.4640  -2.7765  2.5516
H  0.7577  -2.1626  3.0831
H  1.8847  -4.6393  1.7131
Br  -3.8273  -9.0027  7.0557
C  -6.1253  -0.6617  1.6458
C  -1.7427  -1.0576  2.2377
H  -4.2448  -8.4825  4.1930
H  -3.7800  8.3486  -1.8899
C  1.0029  7.6701  -1.2448
C  -2.3088  2.5257  2.2207
H  3.5632  -1.1196  -8.0410
C  -0.9377  3.9598  0.6546
C  2.4164  -0.2002  -2.8725
C  4.1376  -1.2723  -5.9842
H  1.7813  0.4892  3.8992
H  3.2446  1.5236  -1.9375
H  5.2113  -0.5601  -7.7237
H  3.9973  -0.0505  1.2491
C  -3.4805  -4.1788  3.1711
H  -0.5906  1.0783  3.3776
H  -4.0785  0.8889  1.0275
C  2.8002  -4.9323  2.2173
H  2.6387  -5.9074  2.6604
C  1.7831  -0.3227  3.1867
C  -5.3297  -8.2717  6.0581
O  -6.4273  -0.0425  0.6638
C  -6.8894  -1.8150  2.2138
H  1.0355  8.4136  -2.0376
P  3.0944  -1.4139  3.7806
H  3.6243  -4.9293  1.5184
H  -0.0259  -1.2135  -3.0810
C  -3.7995  7.5897  -1.1118
O  -2.9820  -4.1512  4.2727
H  -7.9411  -1.5779  2.1429
C  -3.0343  8.0528  0.0958
H  -3.8200  -2.1170  3.3274
Br  5.8633  -1.5750  -10.1868
S  -0.4207  3.5499  -1.0211
Br  1.8451  6.0918  -1.9888
F  -1.7134  1.0475  0.4133
H  -4.0913  -2.7079  1.6757
H  -3.8290  -0.8595  0.7245
Br  -3.9310  -6.0472  4.8071
O  1.4263  0.0618  -3.8316
H  3.1973  -1.0869  -5.4731
N  -2.6499  -0.0176  2.3097
H  -6.0423  -9.0894  5.9770
N  1.1602  1.5995  -1.8305
H  -3.3519  9.0464  0.4016
C  5.4207  -0.8019  2.7369
O  -1.5175  -4.6129  1.0829
H  -2.8651  4.3926  1.4104
C  -1.8982  1.1290  1.7738
H  1.3733  9.1640  0.2463
C  5.3819  0.2073  -10.8095
H  5.6612  0.2771  0.8903
H  5.2155  0.7945  -9.9081
N  -2.0667  -2.3421  2.2826
H  2.7970  8.1799  -0.1417
H  0.0033  -0.9853  4.1781
H  4.2945  -2.3438  -6.0821
P  -0.9433  -3.6518  2.0290
C  -3.8733  -0.0748  1.4686
H  -0.8864  5.0398  0.7273
H  3.3850  -0.3149  -3.3367
H  -0.6957  -4.2296  3.2752
H  -0.5568  0.1977  -3.9759
O  4.4073  -0.5396  3.7444
Br  -2.9665  6.0136  -1.8946
C  -4.9018  -7.7819  4.6983
H  5.7690  -1.8220  2.8319
H  -0.0295  7.4034  -1.0413
C  -2.3550  3.5085  1.0415
H  -3.1376  -5.6057  1.9767
H  2.0441  -0.0193  2.1774
O  -3.9011  -5.1940  2.4182
H  -6.6671  -2.6691  1.5839
C  4.9950  -0.4654  1.3100
H  -5.7572  -7.4846  6.6696
H  -0.2143  3.5956  1.3724
C  4.1377  0.1874  -11.6543
H  2.1729  -1.1651  -2.4106
H  3.3546  -0.4309  -11.2293
H  3.7653  1.1985  -11.7979
N  -0.4607  -0.6377  2.1280
O  3.2282  -2.6393  2.7848
H  -6.6046  -1.9955  3.2405
H  -5.7754  -7.5914  4.0762
H  0.1751  1.4002  1.7275
H  -3.2863  2.4805  2.6943
C  3.0443  -3.9591  3.3506
C  -0.5141  0.8243  2.3276
H  6.2448  0.5940  -11.3397
Br  1.3310  7.0533  1.5262
H  0.0333  -0.0581  -1.1032
H  2.5270  0.3244  -0.8019
O  2.7934  -1.7880  5.1625
C  4.2057  -0.6070  -7.3305
Br  -3.3681  6.9100  1.6313
C  0.4847  -1.1280  3.2165
H  -1.6067  2.9458  2.9290
H  5.0813  -1.3459  0.6853

Forces on atoms 1 to 6 (eV/Å):
-0.15 0.02 0.17
0.03 0.00 -0.04
-0.07 0.67 -0.10
-0.60 -0.35 -1.01
-0.02 -0.06 0.03
0.11 0.14 0.30

- gap between HOMO and LUMO (eV) = 7.2
- HOMO level (eV) = -10.573
- energy above the lowest of the compared OMol25 structures with the same formula, charge and spin (kcal/mol) = 0.0
- 2S+1 = 1
- charge = +1
- F_max (eV/Å) = 6.40